C30H52Cl2InN3P as an isolated structure at a distorted geometry. Source: the Open Molecules 2025 dataset; level of theory: ωB97M-V/def2-TZVPD.

HOMO energy = -1.757 eV
multiplicity = 1
LUMO = 1.89 eV
calculated total energy = -75933.545 eV
net charge = -1
gap between HOMO and LUMO = 3.6 eV

Cartesian coordinates (Å):
P  -0.32  1.19  -2.07
C  -1.97  0.51  -2.56
C  -2.56  1.10  -3.84
C  -4.01  0.61  -3.97
C  -4.10  -0.92  -3.96
C  -3.43  -1.52  -2.73
C  -1.99  -1.03  -2.59
C  1.11  0.42  -2.91
C  1.06  0.59  -4.43
C  2.40  0.13  -5.01
C  2.76  -1.30  -4.59
C  2.66  -1.55  -3.08
C  1.34  -1.05  -2.49
C  -0.21  3.01  -2.06
C  -1.39  3.58  -1.26
C  -1.25  5.09  -1.04
C  0.12  5.49  -0.47
C  1.28  4.92  -1.29
C  1.17  3.41  -1.49
H  -2.58  0.82  -1.68
H  -1.96  0.76  -4.69
H  -2.53  2.20  -3.82
H  -4.45  1.02  -4.88
H  -4.59  1.02  -3.13
H  -5.15  -1.23  -4.00
H  -3.64  -1.32  -4.86
H  -3.98  -1.25  -1.82
H  -3.43  -2.61  -2.79
H  -1.52  -1.44  -1.68
H  -1.40  -1.37  -3.46
H  1.97  0.99  -2.52
H  3.19  0.82  -4.67
H  0.88  1.64  -4.69
H  0.24  0.00  -4.84
H  2.37  0.21  -6.10
H  3.78  -1.53  -4.93
H  2.11  -2.01  -5.12
H  2.77  -2.62  -2.87
H  3.49  -1.04  -2.57
H  1.34  -1.13  -1.39
H  0.51  -1.67  -2.87
H  -0.29  3.30  -3.13
H  -2.34  3.38  -1.78
H  -1.45  3.04  -0.30
H  -1.39  5.59  -2.01
H  -2.04  5.44  -0.37
H  0.20  5.15  0.57
H  0.20  6.58  -0.44
H  2.23  5.14  -0.79
H  1.31  5.41  -2.27
H  1.97  3.09  -2.17
H  1.32  2.88  -0.54
In  0.10  -0.63  2.19
Cl  2.08  0.40  1.26
Cl  -1.61  0.89  1.32
C  -0.32  -2.44  1.04
H  -1.38  -2.49  0.72
C  0.45  -3.59  0.84
C  1.90  -3.56  0.87
C  2.63  -4.74  0.92
C  1.98  -5.99  0.88
C  0.58  -6.05  0.73
C  -0.17  -4.89  0.67
H  2.39  -2.58  0.86
H  3.72  -4.71  0.98
H  0.09  -7.03  0.66
H  -1.25  -4.93  0.53
H  2.56  -6.91  0.93
C  -2.18  0.28  6.20
N  -0.76  0.10  6.51
C  -0.44  -0.14  7.90
C  0.11  -0.07  5.48
N  -0.33  0.05  4.22
N  1.40  -0.42  5.69
C  2.14  -0.11  6.90
C  2.19  -0.74  4.51
H  -2.75  0.13  7.12
H  -2.51  -0.45  5.45
H  -2.38  1.29  5.82
H  -0.08  -1.16  8.07
H  0.27  0.59  8.28
H  -1.36  -0.02  8.47
H  -1.19  0.60  4.12
H  3.19  -0.39  6.75
H  2.11  0.96  7.14
H  1.78  -0.70  7.75
H  1.73  -1.58  3.97
H  2.29  0.14  3.86
H  3.19  -1.05  4.83

***

C39H40N2P2PtSi as an isolated structure. Source: the Open Molecules 2025 dataset; level of theory: ωB97M-V/def2-TZVPD.

HOMO energy = -13.251 eV
multiplicity = 1
LUMO = -5.52 eV
relative energy (zero: lowest compared OMol25 entry of this formula, charge and spin) = 0.000 eV
calculated total energy = -73765.004 eV
net charge = +2
gap between HOMO and LUMO = 7.7 eV

Cartesian coordinates (Å):
Pt  -0.17  -0.04  1.09
C  -1.83  -1.03  -1.67
Si  -2.15  -0.23  -0.01
C  -3.20  -1.45  0.95
C  -4.57  -1.64  0.80
C  -5.22  -2.71  1.39
C  -4.50  -3.65  2.13
C  -3.14  -3.48  2.30
C  -2.50  -2.38  1.74
P  -0.75  -2.03  2.07
C  -0.65  -1.56  3.83
C  -1.79  -1.29  4.57
C  -1.67  -0.85  5.89
C  -0.42  -0.68  6.46
C  0.72  -0.95  5.72
C  0.60  -1.39  4.41
C  0.19  -3.57  1.95
C  0.73  -3.90  0.70
C  1.40  -5.10  0.52
C  1.56  -5.97  1.60
C  1.03  -5.64  2.84
C  0.35  -4.44  3.02
C  -2.79  1.51  -0.36
C  -4.01  1.79  -0.98
C  -4.37  3.09  -1.29
C  -3.52  4.15  -0.99
C  -2.30  3.90  -0.38
C  -1.94  2.59  -0.07
P  -0.41  2.21  0.81
C  0.99  3.00  -0.06
C  1.01  3.06  -1.45
C  2.16  3.44  -2.13
C  3.31  3.77  -1.43
C  3.30  3.73  -0.04
C  2.15  3.35  0.64
C  -0.48  3.06  2.41
C  -0.93  2.34  3.52
C  -1.11  2.97  4.74
C  -0.83  4.32  4.87
C  -0.38  5.05  3.77
C  -0.21  4.42  2.55
H  -2.79  -1.14  -2.19
H  -1.41  -2.03  -1.56
H  -1.18  -0.43  -2.29
H  -5.15  -0.94  0.21
H  -6.29  -2.84  1.26
H  -5.00  -4.50  2.57
H  -2.58  -4.20  2.89
H  -2.78  -1.41  4.14
H  -2.57  -0.65  6.47
H  -0.33  -0.35  7.48
H  1.70  -0.84  6.16
H  1.50  -1.63  3.84
H  0.59  -3.23  -0.14
H  1.80  -5.37  -0.45
H  2.08  -6.91  1.47
H  1.15  -6.32  3.68
H  -0.05  -4.19  3.99
H  -4.68  0.98  -1.24
H  -5.32  3.29  -1.78
H  -3.81  5.16  -1.24
H  -1.64  4.73  -0.13
H  0.12  2.80  -2.01
H  2.15  3.49  -3.21
H  4.20  4.09  -1.96
H  4.17  4.08  0.52
H  2.14  3.37  1.73
H  -1.15  1.28  3.42
H  -1.46  2.40  5.59
H  -0.97  4.81  5.82
H  -0.18  6.11  3.87
H  0.12  5.01  1.70
N  4.99  0.46  0.29
C  4.55  -0.63  1.25
C  3.07  -0.95  1.05
N  2.18  0.18  1.33
H  5.97  0.70  0.43
H  4.44  1.32  0.41
H  4.88  0.16  -0.68
H  4.76  -0.27  2.25
H  5.18  -1.50  1.04
H  2.81  -1.80  1.68
H  2.90  -1.27  0.02
H  2.27  0.91  0.63
H  2.33  0.59  2.25

***

CH2BrN2OP as an isolated structure at a distorted geometry. Source: the Open Molecules 2025 dataset; level of theory: ωB97M-V/def2-TZVPD.

HOMO energy = -10.226 eV
multiplicity = 1
LUMO = -0.10 eV
relative energy (zero: lowest compared OMol25 entry of this formula, charge and spin) = 1.109 eV
calculated total energy = -85426.945 eV
net charge = 0
gap between HOMO and LUMO = 10.1 eV

Cartesian coordinates (Å):
C  -0.24  0.43  0.05
N  -0.64  0.76  1.20
N  -1.63  1.73  1.08
O  -0.75  1.15  -1.02
P  -1.82  2.20  -0.41
Br  -4.23  -0.57  0.02
H  0.29  -0.45  -0.21
H  -3.24  -0.74  1.34

***

One molecule with the formula C3H7NO3 at a distorted geometry. Source: the Open Molecules 2025 dataset; level of theory: ωB97M-V/def2-TZVPD.

HOMO energy = -8.650 eV
multiplicity = 1
LUMO = 0.53 eV
relative energy (zero: lowest compared OMol25 entry of this formula, charge and spin) = 2.933 eV
calculated total energy = -10855.435 eV
net charge = 0
gap between HOMO and LUMO = 9.2 eV

Cartesian coordinates (Å):
C  -1.89  0.71  -0.31
N  -1.51  -0.66  -0.52
C  -0.63  -1.35  0.04
O  0.68  -1.13  0.26
C  1.29  0.22  -0.14
O  1.20  1.03  0.95
O  2.55  -0.11  -0.52
H  -1.45  1.12  0.61
H  -1.66  1.31  -1.19
H  -2.98  0.76  -0.31
H  -0.89  -2.36  0.35
H  0.82  0.73  -0.98
H  1.57  0.57  1.72
H  2.89  -0.82  0.05

***

C12H16AlF12O14S4 as an isolated structure at a distorted geometry. Source: the Open Molecules 2025 dataset; level of theory: ωB97M-V/def2-TZVPD.

HOMO energy (spin up / spin down) = -9.088 / -9.046 eV
multiplicity = 2
LUMO (spin up / spin down) = -5.14 / -5.69 eV
calculated total energy = -123903.505 eV
net charge = 0
gap between HOMO and LUMO (spin up / spin down) = 3.9 / 3.4 eV
expectation value of S² = 1.768

Cartesian coordinates (Å):
Al  0.53  -0.24  0.40
C  -4.38  -2.22  -1.83
F  -5.12  -1.35  -1.06
F  -5.05  -3.42  -2.05
F  -4.15  -1.72  -3.07
S  -2.66  -2.67  -0.96
O  -3.03  -3.32  0.29
O  -2.00  -3.60  -1.93
O  -1.77  -1.54  -0.74
C  -0.82  -5.32  2.41
F  -0.02  -5.29  3.54
F  -1.15  -6.51  1.83
F  -1.96  -4.77  2.69
S  0.20  -4.34  1.03
O  1.57  -4.88  1.02
O  -0.29  -4.61  -0.33
O  0.13  -2.92  1.38
C  0.49  -0.79  -5.13
F  0.41  0.55  -5.19
F  -0.24  -1.23  -6.15
F  1.69  -1.22  -5.24
S  -0.21  -1.34  -3.51
O  0.61  -0.72  -2.42
O  -1.62  -0.89  -3.47
O  -0.09  -2.80  -3.53
C  0.42  2.51  5.40
F  1.12  3.38  6.16
F  0.48  1.29  5.85
F  -0.90  2.90  5.36
S  1.14  2.55  3.60
O  0.66  1.43  2.72
O  0.68  3.81  2.99
O  2.60  2.50  3.70
C  -3.36  3.31  0.38
C  -3.33  2.73  -0.97
C  -2.60  1.38  -0.76
O  -1.80  1.49  0.37
C  -2.17  2.72  1.09
H  -4.26  2.95  0.87
H  -3.34  4.39  0.50
H  -2.62  3.36  -1.50
H  -4.32  2.66  -1.41
H  -2.03  1.10  -1.65
H  -3.40  0.67  -0.56
H  -1.37  3.46  1.10
H  -2.37  2.39  2.11
C  4.90  1.26  -1.24
C  5.35  1.73  0.08
C  4.13  1.46  0.97
O  3.31  0.58  0.21
C  4.00  0.09  -0.88
H  5.75  0.86  -1.80
H  4.50  2.11  -1.80
H  5.72  2.76  0.08
H  6.12  1.08  0.50
H  3.60  2.37  1.24
H  4.49  0.94  1.85
H  3.42  -0.16  -1.77
H  4.41  -0.91  -0.74

***

C33H32N11O3Tl as an isolated structure at a distorted geometry. Source: the Open Molecules 2025 dataset; level of theory: ωB97M-V/def2-TZVPD.

HOMO energy = -12.683 eV
multiplicity = 1
LUMO = -8.23 eV
relative energy (zero: lowest compared OMol25 entry of this formula, charge and spin) = 1.175 eV
calculated total energy = -61953.298 eV
net charge = +2
gap between HOMO and LUMO = 4.5 eV

Cartesian coordinates (Å):
Tl  -2.08  1.07  0.06
N  -3.03  3.01  1.36
C  -3.13  3.00  2.83
C  -4.07  1.93  3.36
C  -3.61  0.49  3.17
N  -3.77  0.03  1.78
H  -2.48  3.81  1.05
H  -3.95  3.11  0.93
H  -3.49  3.97  3.19
H  -2.13  2.86  3.24
H  -5.06  2.05  2.92
H  -4.17  2.10  4.43
H  -4.20  -0.15  3.84
H  -2.56  0.38  3.45
H  -4.69  0.28  1.42
H  -3.69  -0.99  1.73
O  -4.54  2.51  -3.35
C  -4.01  1.99  -2.40
O  -3.45  2.42  -1.36
C  -4.01  0.38  -2.47
C  -4.83  -0.23  -3.44
C  -4.77  -1.59  -3.53
C  -3.93  -2.35  -2.67
C  -3.81  -3.76  -2.73
C  -2.97  -4.42  -1.89
C  -2.23  -3.72  -0.91
C  -2.33  -2.36  -0.82
C  -3.16  -1.65  -1.70
N  -3.27  -0.30  -1.66
H  -5.44  0.40  -4.07
H  -5.36  -2.11  -4.28
H  -4.40  -4.30  -3.47
H  -2.87  -5.50  -1.96
H  -1.60  -4.27  -0.24
H  -1.76  -1.80  -0.08
C  1.74  0.21  4.57
N  1.00  0.88  3.51
C  0.18  0.35  2.60
N  -0.25  1.32  1.79
C  0.36  2.44  2.26
N  1.12  2.20  3.30
C  2.66  -0.87  4.04
C  2.99  -1.94  4.86
C  3.84  -2.93  4.40
C  4.37  -2.87  3.13
C  4.04  -1.80  2.30
C  3.19  -0.80  2.76
C  4.58  -1.76  0.95
N  5.39  -2.61  0.40
N  5.59  -2.20  -0.87
C  4.90  -1.12  -1.05
O  4.23  -0.78  0.08
C  4.75  -0.35  -2.27
C  5.44  -0.73  -3.42
C  5.25  -0.02  -4.60
C  4.34  1.03  -4.64
C  3.65  1.41  -3.50
C  2.60  2.50  -3.56
N  1.34  1.99  -3.02
C  0.73  2.25  -1.87
N  -0.33  1.47  -1.75
C  -0.32  0.73  -2.89
N  0.68  1.02  -3.67
C  3.87  0.73  -2.31
H  1.04  -0.21  5.28
H  2.32  0.99  5.07
H  -0.07  -0.69  2.53
H  0.24  3.42  1.83
H  2.58  -2.00  5.86
H  4.10  -3.76  5.05
H  5.03  -3.64  2.75
H  2.97  0.04  2.11
H  6.11  -1.57  -3.38
H  5.78  -0.30  -5.49
H  4.18  1.56  -5.57
H  2.43  2.78  -4.60
H  2.89  3.37  -2.98
H  1.05  3.00  -1.16
H  -1.06  -0.02  -3.14
H  3.34  1.01  -1.41

***

C6H9N as an isolated structure at a distorted geometry. Source: the Open Molecules 2025 dataset; level of theory: ωB97M-V/def2-TZVPD.

HOMO energy = -8.250 eV
multiplicity = 1
LUMO = 1.15 eV
relative energy (zero: lowest compared OMol25 entry of this formula, charge and spin) = 5.771 eV
calculated total energy = -7852.388 eV
net charge = 0
gap between HOMO and LUMO = 9.4 eV

Cartesian coordinates (Å):
C  -0.53  1.76  0.42
C  -0.11  -0.22  0.78
C  -0.03  -1.71  0.47
C  0.54  -1.67  -0.83
C  0.66  -0.34  -1.37
C  -0.46  0.44  -0.39
H  0.41  2.37  0.61
H  -1.30  2.54  0.39
H  -0.43  1.13  2.33
H  0.96  -0.19  0.78
H  -0.43  -2.51  1.13
H  0.37  -2.54  -1.53
H  1.75  0.23  -1.07
H  0.87  -0.42  -2.47
H  -1.52  0.36  -0.78
N  -0.75  0.79  1.54

***

C33H55BrCl2IN3O4SSbSi3Ti as an isolated structure. Source: the Open Molecules 2025 dataset; level of theory: ωB97M-V/def2-TZVPD.

HOMO energy = -16.175 eV
multiplicity = 1
LUMO = -9.03 eV
relative energy (zero: lowest compared OMol25 entry of this formula, charge and spin) = 0.000 eV
calculated total energy = -215065.296 eV
net charge = +3
gap between HOMO and LUMO = 7.1 eV

Cartesian coordinates (Å):
Ti  -0.31  0.94  -0.41
C  0.43  3.74  3.11
C  -0.52  2.62  3.39
N  -1.00  2.48  4.62
C  -1.90  1.53  4.89
C  -2.42  0.66  3.95
C  -3.49  -0.32  4.32
O  -3.11  -1.59  3.80
C  -1.90  0.77  2.65
C  -2.48  0.04  1.55
N  -2.09  0.05  0.31
C  -3.09  -0.54  -0.56
C  -3.07  -1.89  -0.84
C  -4.11  -2.47  -1.55
C  -5.16  -1.69  -2.01
C  -5.17  -0.32  -1.76
C  -4.14  0.26  -1.02
I  -4.23  2.29  -0.57
C  -0.92  1.72  2.39
O  -0.40  1.79  1.16
H  1.00  3.96  4.01
H  -0.13  4.64  2.85
H  1.09  3.51  2.28
H  -2.23  1.48  5.93
H  -4.45  -0.01  3.90
H  -3.60  -0.35  5.40
H  -3.68  -2.27  4.18
H  -3.39  -0.51  1.78
H  -2.26  -2.50  -0.46
H  -4.11  -3.54  -1.74
H  -5.98  -2.13  -2.55
H  -5.99  0.29  -2.10
O  1.20  6.52  -2.81
C  0.83  5.38  -2.26
C  -0.23  5.25  -1.35
C  -0.50  4.01  -0.83
N  0.20  2.90  -1.16
C  1.21  3.06  -2.03
Br  2.13  1.46  -2.41
C  1.57  4.24  -2.60
H  0.66  7.27  -2.53
H  -0.82  6.10  -1.05
H  -1.29  3.87  -0.11
H  2.41  4.32  -3.28
C  -1.34  -3.49  1.63
Si  0.26  -3.52  0.66
C  1.46  -4.66  1.52
C  0.06  -3.98  -1.14
Sb  1.40  -1.14  0.61
Si  3.44  -1.70  -0.97
C  4.07  -3.39  -0.53
C  2.74  -1.71  -2.71
C  4.79  -0.45  -0.68
Si  2.15  -1.02  3.15
C  2.60  0.70  3.68
C  3.63  -2.15  3.19
C  0.69  -1.69  4.08
H  -1.16  -3.95  2.60
H  -2.10  -4.10  1.13
H  -1.76  -2.51  1.82
H  1.17  -5.69  1.27
H  1.39  -4.56  2.60
H  2.50  -4.54  1.22
H  -0.47  -4.94  -1.21
H  1.04  -4.12  -1.61
H  -0.49  -3.24  -1.73
H  3.37  -4.19  -0.75
H  4.41  -3.47  0.50
H  4.95  -3.55  -1.17
H  2.79  -2.72  -3.11
H  3.34  -1.08  -3.38
H  1.70  -1.38  -2.78
H  5.12  -0.48  0.35
H  4.54  0.57  -0.93
H  5.64  -0.75  -1.31
H  3.59  0.97  3.34
H  2.60  0.72  4.78
H  1.90  1.46  3.34
H  4.43  -1.79  2.55
H  3.39  -3.17  2.91
H  4.01  -2.17  4.21
H  -0.21  -1.09  3.96
H  0.94  -1.70  5.15
H  0.46  -2.71  3.79
Cl  3.18  2.38  0.79
C  3.75  3.98  1.36
Cl  2.80  5.29  0.67
H  4.78  4.09  1.06
H  3.64  4.00  2.44
C  -3.33  -0.37  -5.26
C  -2.41  -0.63  -4.08
S  -1.96  0.93  -3.32
O  -0.97  0.51  -2.17
C  -0.90  1.66  -4.58
C  0.05  0.72  -5.30
H  -3.68  -1.33  -5.64
H  -2.83  0.14  -6.08
H  -4.21  0.21  -4.97
H  -1.49  -1.15  -4.34
H  -2.92  -1.17  -3.29
H  -0.39  2.47  -4.05
H  -1.62  2.13  -5.26
H  0.61  0.09  -4.60
H  0.76  1.31  -5.87
H  -0.47  0.08  -6.01

***

An isolated ion of composition BrHNO2S and charge -1 at a distorted geometry. Source: the Open Molecules 2025 dataset; level of theory: ωB97M-V/def2-TZVPD.

HOMO energy = -4.074 eV
multiplicity = 1
LUMO = 3.42 eV
relative energy (zero: lowest compared OMol25 entry of this formula, charge and spin) = 0.232 eV
calculated total energy = -86479.148 eV
net charge = -1
gap between HOMO and LUMO = 7.5 eV

Cartesian coordinates (Å):
N  0.15  -0.84  0.07
O  1.16  1.65  0.14
O  -0.91  1.07  1.33
S  -0.22  1.05  0.06
Br  0.66  -1.48  -1.74
H  -0.84  -1.44  0.15

***

An isolated ion of composition C8H12NS and charge +1 at a distorted geometry. Source: the Open Molecules 2025 dataset; level of theory: ωB97M-V/def2-TZVPD.

HOMO energy = -12.509 eV
multiplicity = 1
LUMO = -3.67 eV
relative energy (zero: lowest compared OMol25 entry of this formula, charge and spin) = 2.463 eV
calculated total energy = -20806.410 eV
net charge = +1
gap between HOMO and LUMO = 8.8 eV

Cartesian coordinates (Å):
C  2.53  0.09  -0.93
C  1.50  -0.59  -0.15
C  1.33  -0.42  1.35
C  0.45  0.28  0.36
N  0.67  1.72  0.23
C  -1.24  -0.04  0.04
C  -1.72  -1.26  0.21
C  -3.10  -1.26  -0.10
C  -3.58  -0.11  -0.65
S  -2.35  1.15  -0.55
H  2.99  0.86  -0.29
H  2.27  0.57  -1.86
H  3.32  -0.61  -1.23
H  1.25  -1.63  -0.49
H  1.11  -1.18  2.11
H  2.05  0.23  1.76
H  1.11  1.97  -0.78
H  1.26  2.19  1.05
H  -0.26  2.34  0.33
H  -1.20  -2.11  0.71
H  -3.78  -2.16  -0.07
H  -4.60  -0.03  -1.05

***

Number 3 is which compound? CH2BrN2OP

***

Among the records above, which one has the lowest calculated total energy? C33H55BrCl2IN3O4SSbSi3Ti

***

Number 4 is which compound? C3H7NO3